(1)
Molecular formula: C4H5OPS
Method: DFT, the ωB97M-V functional and the def2-TZVPD basis

Results
- Molecular weight: 132.1 g/mol
- Relative energy (zero: lowest compared OMol25 entry of this formula, charge and spin): 197.8 kJ/mol
- Orbital gap: 7.4 eV
- Lowest unoccupied orbital energy: -1.13 eV
- E: -970.12028 a.u.
- Charge: 0

Last column: natural (NBO) charge in e.
Atoms and positions in Å:
C1 -0.85 0.60 0.04  -0.093
C2 -1.58 -0.49 -0.13  -0.320
C3 0.60 0.95 0.11  -0.790
C4 -1.40 -1.88 -0.32  -0.299
O1 3.02 1.36 0.34  -0.990
P1 2.02 0.07 0.18  1.088
S1 -0.14 -2.83 0.05  0.018
H1 -1.43 1.58 -0.01  0.212
H2 -2.60 -0.15 -0.46  0.212
H3 0.84 2.08 0.10  0.255
H4 -2.31 -2.41 -0.72  0.206
H5 3.83 1.13 0.82  0.502



(2)
Molecular formula: C34H30BrNO5S
Method: DFT, the ωB97M-V functional and the def2-TZVPD basis

Results
- Molecular weight: 644.6 g/mol
- Orbital gap: 7.8 eV
- Lowest unoccupied orbital energy: -1.12 eV
- E: -4716.78186 a.u.
- Charge: 0

Last column: Mulliken charge in e.
Atoms and positions in Å:
C1 1.09 2.59 -4.00  -0.324
O1 2.28 1.86 -3.79  -0.379
C2 2.50 0.82 -4.71  -0.619
C3 1.56 -0.39 -4.53  -0.809
N1 1.13 -0.60 -3.14  0.356
S1 -0.56 -0.41 -2.93  -0.212
C4 1.61 -1.82 -2.50  -0.585
C5 3.04 -1.77 -1.97  -0.064
C6 3.32 -0.51 -1.16  -1.138
Br1 4.43 -2.00 -3.34  -0.176
H1 1.26 3.62 -3.68  0.279
H2 0.80 2.59 -5.06  0.325
H3 0.27 2.17 -3.42  -0.055
H4 2.37 1.20 -5.74  0.461
H5 3.54 0.52 -4.58  0.265
H6 2.08 -1.28 -4.89  0.348
H7 0.67 -0.25 -5.16  0.513
H8 -0.50 0.67 -2.13  0.032
H9 1.00 -1.94 -1.60  0.112
H10 1.46 -2.72 -3.12  0.310
H11 3.20 -2.66 -1.36  0.434
H12 2.50 -0.36 -0.45  0.270
H13 4.25 -0.61 -0.60  0.429
H14 3.38 0.36 -1.81  0.303
C7 -5.84 2.03 -3.19  -0.585
C8 -6.88 2.72 -2.57  -0.462
C9 -6.61 3.62 -1.55  -0.622
C10 -5.30 3.85 -1.15  0.399
C11 -4.25 3.16 -1.77  0.197
C12 -4.53 2.25 -2.79  -0.583
C13 -2.84 3.37 -1.36  0.412
O2 -1.93 2.78 -1.91  -0.571
C14 -2.58 4.33 -0.25  0.198
C15 -1.27 4.52 0.18  -0.600
C16 -1.00 5.41 1.20  -0.535
C17 -2.04 6.11 1.81  -0.490
C18 -3.34 5.92 1.39  -0.591
C19 -3.62 5.03 0.36  0.330
C20 -5.04 4.84 -0.07  0.469
O3 -5.94 5.46 0.45  -0.672
H15 -6.05 1.33 -3.98  0.415
H16 -7.90 2.54 -2.88  0.392
H17 -7.40 4.17 -1.06  0.481
H18 -3.70 1.74 -3.26  0.552
H19 -0.48 3.97 -0.31  0.539
H20 0.02 5.56 1.54  0.409
H21 -1.83 6.80 2.61  0.393
H22 -4.17 6.45 1.85  0.485
C21 -0.24 -3.61 0.88  -0.449
C22 -1.13 -4.18 1.79  -0.566
C23 -0.71 -4.50 3.06  -0.696
C24 0.61 -4.26 3.44  0.445
C25 1.50 -3.70 2.53  0.015
C26 1.07 -3.38 1.25  -0.436
C27 2.93 -3.43 2.89  0.567
O4 3.69 -2.93 2.10  -0.656
C28 3.37 -3.82 4.26  0.031
C29 4.69 -3.61 4.62  -0.510
C30 5.13 -3.95 5.89  -0.497
C31 4.23 -4.50 6.81  -0.476
C32 2.91 -4.70 6.46  -0.555
C33 2.47 -4.36 5.18  0.161
C34 1.04 -4.60 4.83  0.575
O5 0.26 -5.06 5.64  -0.657
H23 -0.57 -3.36 -0.12  0.494
H24 -2.15 -4.37 1.49  0.395
H25 -1.38 -4.94 3.79  0.488
H26 1.78 -2.93 0.56  0.540
H27 5.37 -3.18 3.89  0.478
H28 6.16 -3.80 6.17  0.399
H29 4.57 -4.76 7.80  0.397
H30 2.20 -5.12 7.16  0.476



Question: Which value of molecular weight does entry 1 give?
Answer: 132.1 g/mol



Question: Look up the orbital gap of the first one.
Answer: 7.4 eV



Question: charge of number 2 (C34H30BrNO5S)?
Answer: 0